1.
Formula: C31H86F3FeN12O15
Source: the OMol25 dataset
Level of theory: wB97M-V/def2-TZVPD

Calculated values
LUMO level (spin up / spin down), eV: -4.8 / -7.7
Electronic energy, Ha: -4581.2671
Total charge: +2
Expectation value of S²: 8.76
2S+1: 6
Orbital gap (spin up / spin down), Eh: 0.2862 / 0.1792

Atoms and positions in Å:
Fe: -2.8901 2.9505 -2.5351
C: -0.9702 1.2427 -0.3333
O: -0.7648 0.1366 -1.1771
O: -1.7954 1.9985 -1.1419
C: -1.4438 0.7421 1.0751
F: -1.3950 1.7045 2.0103
F: -2.7247 0.2527 1.0621
F: -0.5977 -0.1932 1.4980
C: 0.4535 0.0424 -1.9353
C: 0.5126 -1.4186 -2.3936
H: 1.3454 -1.7385 -3.0199
H: 0.6125 -2.0289 -1.4961
H: -0.4656 -1.6817 -2.7959
H: 1.3082 0.2563 -1.2935
H: 0.4666 0.6840 -2.8163
H: -0.0510 1.8048 -0.1690
C: 0.0244 -4.9915 -3.5202
O: 0.1782 -4.8080 -2.2905
N: -0.3044 -4.0211 -4.3414
N: 0.1127 -6.1939 -4.0220
H: -0.4099 -4.2925 -5.3085
H: -0.1810 -3.0923 -3.9643
H: 0.2079 -6.9703 -3.3832
H: -0.1123 -6.2685 -5.0038
C: -3.9546 -1.7831 -1.7216
O: -4.5349 -0.8141 -2.0969
N: -2.7193 -1.8416 -1.4246
N: -4.4330 -2.9651 -1.6248
H: -2.3848 -2.7163 -1.0462
H: -2.0334 -1.1151 -1.5722
H: -5.4352 -3.0869 -1.6536
H: -3.7890 -3.6768 -1.3104
C: -3.2492 5.7091 -1.0448
O: -3.1724 4.6062 -1.5752
N: -2.2697 6.3592 -0.5356
N: -4.3490 6.4314 -0.9032
H: -2.4320 7.2741 -0.1396
H: -1.3373 5.9711 -0.5451
H: -4.2538 7.3472 -0.4881
H: -5.1996 5.9836 -1.2131
C: -0.1432 3.9324 -3.7638
O: -1.3199 3.7151 -3.4509
N: 0.3095 4.0102 -4.9969
N: 0.7999 4.3844 -2.9942
H: 1.1802 4.4440 -5.2687
H: -0.4259 3.8265 -5.6644
H: 1.7311 4.4298 -3.3826
H: 0.6147 4.5649 -2.0179
C: -5.4337 2.2481 -0.7215
O: -4.5286 2.3379 -1.5389
N: -5.5547 1.3316 0.1367
N: -6.3284 3.1219 -0.5020
H: -6.3570 1.4068 0.7456
H: -4.9966 0.4908 0.0951
H: -6.4704 3.9031 -1.1262
H: -6.9712 3.0143 0.2696
C: -2.3164 0.6505 -4.6384
O: -2.5114 1.3227 -3.7166
N: -2.1781 1.0780 -5.9110
N: -2.1912 -0.6343 -4.6729
H: -1.8939 0.3660 -6.5687
H: -2.1542 2.0331 -6.2385
H: -2.2976 -1.1299 -3.7994
H: -2.4247 -1.1555 -5.5060
C: 1.3289 -3.9185 0.8998
C: 2.4544 -4.4232 0.0263
C: 3.7567 -4.5736 0.7478
O: 2.1622 -5.6667 -0.5399
H: 0.4386 -3.9325 0.2712
H: 1.5425 -2.9643 1.3814
H: 0.9593 -4.5095 1.7378
H: 2.6857 -3.7304 -0.7827
H: 3.7139 -5.3918 1.4667
H: 3.8470 -3.6687 1.3486
H: 4.5830 -4.7564 0.0609
H: 1.5230 -5.4059 -1.2070
C: 2.7806 -3.1327 -5.8061
C: 4.2285 -3.6683 -5.4003
C: 4.3119 -4.3515 -4.0296
O: 4.6149 -4.5312 -6.4312
H: 2.0379 -3.9305 -5.8063
H: 2.6670 -2.7563 -6.8226
H: 2.5347 -2.2474 -5.2197
H: 4.9051 -2.8232 -5.2734
H: 3.7815 -5.3037 -4.0337
H: 3.8902 -3.7165 -3.2505
H: 5.3701 -4.3375 -3.7687
H: 4.6262 -4.0513 -7.2626
C: -3.1511 -0.9125 4.5312
C: -2.1990 -2.0590 4.8568
C: -0.7109 -1.7683 4.9089
O: -2.4804 -2.5125 6.2164
H: -3.0806 -0.1629 5.3194
H: -4.1768 -1.2197 4.3272
H: -2.9618 -0.4570 3.5592
H: -2.3485 -2.7780 4.0513
H: -0.3675 -0.9534 5.5461
H: -0.5319 -1.4034 3.8975
H: -0.0918 -2.6643 4.9546
H: -3.3419 -2.9186 6.0960
C: 3.9064 -0.3708 3.3305
C: 4.1962 0.2992 2.0348
C: 3.0064 0.8677 1.3313
O: 5.1098 1.3893 2.4136
H: 3.3838 0.1881 4.1068
H: 4.8226 -0.7263 3.8020
H: 3.2617 -1.2294 3.1424
H: 4.7112 -0.3089 1.2911
H: 2.5688 1.6147 1.9936
H: 2.2994 0.0785 1.0755
H: 3.3415 1.3276 0.4016
H: 5.7838 0.8358 2.8149
C: 4.6116 0.2876 -3.0995
C: 5.3881 -0.0981 -1.8253
C: 4.6994 -1.3438 -1.1123
O: 6.5835 -0.6675 -2.3387
H: 3.6182 0.6925 -2.9066
H: 4.4065 -0.5703 -3.7399
H: 5.1140 1.1089 -3.6105
H: 5.6433 0.7595 -1.2028
H: 4.5933 -2.2110 -1.7641
H: 3.6533 -1.1237 -0.8994
H: 5.2683 -1.6481 -0.2338
H: 6.7971 -0.1570 -3.1231
C: -3.2960 3.6103 6.4973
C: -3.6850 4.3614 5.2338
C: -3.2087 3.7095 3.8996
O: -5.0604 4.4118 5.1256
H: -3.5776 2.5573 6.5040
H: -3.9053 4.0789 7.2702
H: -2.2603 3.6166 6.8370
H: -3.2599 5.3612 5.3216
H: -3.3875 4.4535 3.1234
H: -3.7367 2.7921 3.6391
H: -2.1231 3.6362 3.9636
H: -5.4062 4.7328 5.9617
C: 0.9835 1.9405 4.9468
C: 0.6399 1.7003 6.3954
C: 1.9594 1.4820 7.1771
O: 0.0006 2.9126 6.8884
H: 1.6325 2.8129 4.8720
H: 0.0631 1.9754 4.3639
H: 1.6383 1.1795 4.5221
H: -0.0510 0.8596 6.4574
H: 2.7071 0.8397 6.7117
H: 1.7062 1.0473 8.1441
H: 2.3457 2.4580 7.4708
H: -0.4955 2.5865 7.6428

Atomic forces in eV per Å
Fe 1.2 -2.6 2.8
C 0.0 0.0 -1.8
O 0.8 -0.5 0.6
O -1.3 1.6 0.3
C -0.8 0.1 0.1
F -0.3 0.2 -0.7
F 1.2 0.3 -0.1
F -0.2 -0.3 -0.4
C 0.4 -0.9 -0.2
C -0.2 -0.1 1.2
H -0.1 0.5 -0.3
H 0.0 -0.2 0.1
H 0.2 0.0 -0.3
H 0.0 0.2 0.0
H -0.3 0.5 0.1
H 0.3 -0.1 0.3
C 0.2 -0.2 4.2
O 0.0 0.6 -0.8
N -0.6 1.3 -1.3
N 0.1 -1.6 -1.5
H 0.1 1.0 0.0
H -0.1 -0.2 -0.8
H 0.0 0.0 -0.4
H 0.2 -1.0 0.3
C -0.7 0.8 -0.7
O -2.1 3.4 -1.0
N 6.7 0.3 1.3
N -3.5 -4.7 0.4
H 0.6 0.5 -0.1
H -0.5 0.2 0.4
H 0.3 -0.4 0.0
H -1.1 -0.4 -0.1
C -1.5 0.7 0.0
O -0.2 -0.5 -0.6
N 4.4 1.0 1.3
N -2.0 -0.7 -0.8
H 0.6 -0.3 0.1
H -0.2 0.3 0.1
H -1.0 -0.3 -0.2
H -0.1 0.9 0.3
C 0.3 1.8 -0.7
O -0.4 -0.2 -0.3
N -1.8 -1.4 -3.1
N 1.3 0.3 3.6
H -0.4 -0.1 -0.1
H 0.7 0.1 -0.6
H -0.1 0.2 0.7
H 0.5 -0.2 -0.1
C 1.7 0.1 -0.6
O 1.6 0.2 -2.8
N 0.4 -5.0 3.2
N -3.9 5.5 -0.6
H 0.5 -0.9 0.1
H -0.1 0.1 0.0
H 0.0 -0.3 0.2
H 0.0 0.4 -0.5
C 0.6 -1.1 -6.6
O -1.4 4.1 5.9
N 0.3 1.3 -1.8
N 0.1 -4.6 1.8
H 0.0 0.6 -0.2
H -0.2 -0.3 0.4
H -0.3 -0.1 0.0
H 0.1 0.1 0.3
C -1.0 0.1 0.1
C 1.1 -0.6 0.7
C 0.0 0.1 1.0
O -0.3 -0.1 -0.3
H -0.2 0.8 -0.2
H -0.1 0.4 -0.5
H 0.8 -0.8 0.0
H -0.5 0.6 -0.2
H -0.1 -0.2 -0.1
H 0.8 0.2 -0.1
H 0.0 0.2 0.1
H -0.6 -0.7 -0.6
C 1.0 0.1 0.4
C -2.0 1.0 -0.2
C -0.2 0.6 -0.7
O 0.7 -0.7 0.2
H 0.0 0.0 0.7
H 0.9 0.0 -0.4
H -0.4 -0.3 0.6
H 0.1 0.4 -0.6
H 0.5 -0.2 0.2
H -0.5 0.1 -0.1
H 0.0 -1.0 0.0
H 0.0 0.1 0.0
C 0.4 0.5 -0.4
C 0.4 0.4 1.6
C -0.1 0.8 -2.1
O -0.6 -0.4 -1.7
H -0.3 0.1 -0.1
H -0.2 -0.4 0.9
H 0.8 0.2 0.0
H -0.1 -0.8 0.4
H -0.3 -0.4 0.4
H 0.5 0.3 -0.3
H -0.3 0.0 0.6
H -0.3 -0.3 0.8
C -0.7 -1.7 0.4
C 0.8 1.5 0.3
C 0.0 0.4 0.0
O -0.6 -0.7 -1.0
H 0.1 0.6 -0.5
H 0.1 -0.2 -0.1
H 0.1 -0.4 0.1
H 0.1 -0.5 0.4
H -0.4 0.1 -0.2
H -0.2 0.0 0.2
H -0.1 0.2 0.0
H 0.7 0.7 0.3
C -1.0 0.7 0.9
C -0.8 -2.6 -1.3
C 0.0 1.5 -0.4
O 0.7 0.1 0.2
H -0.3 0.1 0.4
H 0.6 -0.1 -0.1
H 0.3 -0.2 -0.3
H -0.4 -0.1 0.4
H 0.7 0.2 -0.4
H 0.0 0.3 0.7
H -0.2 0.0 0.0
H 0.5 -0.1 -0.1
C -0.3 -0.3 0.6
C 1.6 -1.4 -0.8
C 0.3 1.5 0.9
O -1.5 0.3 -0.1
H -0.3 -0.1 -0.4
H 0.1 0.0 0.4
H 0.0 0.5 -0.5
H 0.1 0.3 -0.2
H -0.2 -0.1 -0.3
H 0.2 -0.1 0.3
H 0.0 -0.6 -0.1
H -0.3 0.1 0.1
C 0.2 -0.1 -0.3
C 1.5 0.7 -0.3
C -1.2 0.0 1.0
O 0.1 -1.2 -0.2
H -0.5 0.5 -0.1
H 0.2 0.4 -0.3
H -0.4 -0.5 0.2
H 0.0 0.0 0.3
H -0.1 0.2 -0.2
H 0.1 -0.3 0.1
H 0.3 0.0 -0.5
H -0.1 0.4 0.3



2.
Formula: C31H86O26S12
Source: the OMol25 dataset
Level of theory: wB97M-V/def2-TZVPD

Calculated values
LUMO level, eV: -0.2
Electronic energy, Ha: -7966.7057
ΔE to the lowest compared entry with this formula, charge and spin, kJ/mol: 217.7
Orbital gap, Eh: 0.3132

Atoms and positions in Å:
O: 2.7341 -5.8441 24.8214
S: 3.3088 -6.0450 26.1594
O: 4.7155 -6.4013 26.4135
O: 2.9522 -4.6822 27.0512
C: 3.8335 -4.2190 28.1183
C: 2.9428 -3.5984 29.1948
C: 2.3468 -7.2000 27.2365
H: 4.6045 -3.5547 27.7280
H: 4.3634 -5.0555 28.5738
H: 3.5176 -3.4273 30.1050
H: 2.1541 -4.2992 29.4684
H: 2.4424 -2.6884 28.8637
H: 2.4463 -8.2341 26.9069
H: 1.3038 -6.9936 26.9966
H: 2.7478 -7.1071 28.2458
O: 11.4755 -16.5522 34.9576
S: 11.2896 -16.9088 33.5337
O: 10.0155 -16.5587 32.8738
O: 12.5240 -16.2279 32.6881
C: 13.7872 -16.2815 33.1688
C: 14.5979 -15.3092 32.3993
C: 11.6737 -18.7609 33.2724
H: 14.2100 -17.2707 32.9930
H: 13.9810 -16.2451 34.2408
H: 15.5449 -15.0761 32.8861
H: 14.0285 -14.3899 32.2624
H: 14.7827 -15.5824 31.3603
H: 11.7389 -18.8713 32.1900
H: 10.9306 -19.3962 33.7545
H: 12.7005 -18.8023 33.6356
O: 2.7698 -19.1683 37.1177
S: 3.4227 -20.2133 36.3688
O: 2.8018 -21.0375 35.3287
O: 4.7735 -19.5119 35.6654
C: 5.4632 -18.4554 36.3848
C: 4.9847 -17.0656 35.9754
C: 4.2570 -21.3590 37.5205
H: 6.5026 -18.7189 36.1888
H: 5.3443 -18.4774 37.4681
H: 4.7144 -17.0465 34.9196
H: 5.7179 -16.2887 36.1922
H: 4.0870 -16.9466 36.5821
H: 4.8687 -20.7979 38.2270
H: 4.9265 -21.9638 36.9089
H: 3.5002 -21.9541 38.0316
O: 5.8845 -3.2045 34.6979
S: 6.8053 -4.0326 33.9196
O: 7.1909 -3.7364 32.5092
O: 8.1898 -4.2511 34.7983
C: 8.2776 -4.3179 36.2797
C: 8.2383 -2.8592 36.7399
C: 6.2828 -5.8186 34.0652
H: 9.2282 -4.7854 36.5366
H: 7.4507 -4.8825 36.7105
H: 8.5009 -2.7526 37.7924
H: 7.3785 -2.1989 36.6268
H: 8.9996 -2.2829 36.2141
H: 5.7440 -6.0908 33.1577
H: 5.6102 -5.9063 34.9185
H: 7.1842 -6.4036 34.2479
O: 5.3069 -21.2790 29.1258
S: 4.3507 -20.1538 29.0143
O: 4.3995 -19.1316 27.9989
O: 2.8124 -20.8235 28.9064
C: 2.5159 -22.0060 29.5874
C: 1.0423 -22.3024 29.3144
C: 4.1484 -19.3464 30.6762
H: 2.6389 -22.0173 30.6704
H: 3.1552 -22.8232 29.2534
H: 0.6761 -23.1762 29.8533
H: 0.9029 -22.3952 28.2373
H: 0.4642 -21.4187 29.5844
H: 4.0043 -20.2440 31.2774
H: 3.4569 -18.5043 30.7068
H: 5.0975 -18.9232 31.0051
O: 0.4611 -6.4976 32.5901
S: -0.4794 -7.5054 33.0340
O: -0.4583 -7.9125 34.4160
O: -2.0642 -7.0418 32.5889
C: -2.3850 -6.3860 31.3809
C: -3.7946 -5.7754 31.5292
C: -0.3362 -9.0926 32.0442
H: -2.2237 -7.0974 30.5710
H: -1.7750 -5.5353 31.0771
H: -4.1381 -4.9126 30.9584
H: -3.9054 -5.5460 32.5890
H: -4.5952 -6.4765 31.2932
H: -1.3745 -9.2763 31.7683
H: 0.2472 -9.7549 32.6838
H: 0.2055 -8.8794 31.1226
O: 13.5042 -7.2177 29.3989
S: 13.4668 -8.4939 30.1250
O: 14.1528 -8.6925 31.3957
O: 11.8939 -8.9106 30.4005
C: 11.0771 -8.7091 29.2309
C: 9.7794 -8.1926 29.7948
C: 13.8350 -9.9380 28.9568
H: 10.8612 -9.6930 28.8143
H: 11.4795 -8.1464 28.3886
H: 9.0914 -8.1440 28.9507
H: 10.0154 -7.1685 30.0842
H: 9.3881 -8.7984 30.6121
H: 14.8839 -9.7426 28.7334
H: 13.3091 -9.7766 28.0159
H: 13.8232 -10.8666 29.5274
C: 11.7194 -11.6256 34.5505
S: 11.7340 -12.1142 36.3543
O: 12.1851 -10.8704 37.1255
C: 9.9059 -12.2443 36.8065
H: 11.1502 -10.7305 34.2997
H: 11.2587 -12.4820 34.0582
H: 12.7496 -11.4404 34.2463
H: 9.8071 -12.7334 37.7756
H: 9.3020 -12.8568 36.1371
H: 9.4925 -11.2456 36.9477
C: -2.1241 -16.1879 31.3833
S: -0.6993 -17.1951 32.1690
O: 0.0711 -16.2248 33.0771
C: -1.5625 -18.4407 33.3009
H: -2.7702 -16.8008 30.7549
H: -1.6710 -15.4979 30.6715
H: -2.6609 -15.6918 32.1919
H: -1.9371 -19.2984 32.7420
H: -2.4414 -17.9829 33.7548
H: -0.9267 -18.7991 34.1105
C: -2.8896 -11.7563 27.9065
S: -1.3808 -11.8989 26.9032
O: -0.5441 -13.0491 27.4804
C: -2.2949 -12.3833 25.3743
H: -3.2881 -12.7703 27.9422
H: -3.6720 -11.2359 27.3541
H: -2.7357 -11.3885 28.9210
H: -2.8305 -11.6649 24.7537
H: -2.9553 -13.2240 25.5868
H: -1.5377 -12.7861 24.7015
C: 11.5238 -16.6825 26.7140
S: 10.7940 -15.3247 27.8081
O: 10.8176 -14.0190 26.9537
C: 9.0683 -15.9723 27.8982
H: 10.8391 -16.9505 25.9094
H: 11.6870 -17.5466 27.3580
H: 12.5398 -16.5118 26.3581
H: 9.2257 -17.0033 28.2152
H: 8.5726 -15.9494 26.9278
H: 8.4075 -15.3865 28.5371
C: 5.8695 -12.2344 32.6770
S: 5.3638 -11.8775 31.0200
O: 4.6897 -10.5028 30.9707
C: 4.1618 -13.1616 30.6568
H: 5.0751 -12.1632 33.4199
H: 6.6221 -11.5427 33.0555
H: 6.3510 -13.2021 32.8174
H: 3.8697 -12.9670 29.6249
H: 3.2399 -13.1118 31.2363
H: 4.6258 -14.1394 30.7864

Atomic forces in eV per Å
O 1.1 -0.5 2.8
S 0.7 0.2 1.3
O -2.2 0.8 -1.1
O 0.5 -0.8 -1.3
C -0.3 -0.4 0.5
C -0.1 -0.2 -0.3
C 0.1 0.0 -1.9
H -0.3 0.1 -0.2
H 0.0 -0.2 -0.2
H 0.1 0.2 -0.1
H 0.0 -0.1 -0.1
H 0.2 0.1 0.0
H 0.6 0.1 -0.2
H 0.0 0.5 0.8
H -0.5 0.3 -0.1
O -0.2 -0.9 -2.8
S -1.2 -0.1 1.2
O 3.0 -0.6 1.0
O -4.4 -0.4 -0.1
C 3.4 -1.7 0.9
C 0.4 1.4 -0.7
C 0.3 2.4 -0.3
H 0.0 -0.5 -0.5
H -1.0 1.0 0.3
H -0.1 -0.1 0.0
H 0.0 0.3 0.5
H 0.1 -0.6 0.1
H -0.4 -0.1 0.1
H 0.3 0.3 0.0
H -0.3 -0.5 0.4
O -0.1 -0.9 -0.6
S 1.7 -0.4 -0.8
O 0.9 1.8 1.7
O -1.8 -0.9 0.8
C 0.5 0.1 -0.1
C -0.3 -0.8 0.0
C -0.1 0.5 -0.6
H 0.1 0.5 -0.2
H -0.2 -0.7 0.1
H 0.1 0.1 0.0
H 0.0 -0.1 0.1
H -0.1 0.6 -0.3
H -0.3 0.1 0.0
H -0.3 -0.1 0.0
H 0.1 0.1 -0.1
O 1.2 -0.8 -1.5
S 0.6 -1.1 0.0
O -0.8 -0.5 3.9
O -0.2 0.0 -0.8
C -1.5 2.0 -0.8
C 1.0 0.8 0.7
C -0.2 1.1 -0.3
H -0.1 0.0 -0.4
H 0.0 -0.2 -0.2
H 0.1 -0.3 0.2
H -0.7 -1.0 -0.3
H 0.4 -0.3 -0.1
H 0.2 -0.1 0.0
H 0.1 0.2 0.0
H -0.1 0.1 -0.4
O -1.8 2.5 -0.3
S -0.7 -1.0 1.1
O 0.2 -1.3 0.6
O 2.0 1.9 -0.3
C -0.7 -2.0 0.5
C 0.3 0.6 -0.5
C 1.3 -0.8 -0.9
H 0.3 0.8 0.2
H 0.0 0.0 -0.3
H 0.1 0.0 -0.1
H -0.1 -0.4 0.0
H -0.1 -0.1 0.3
H -0.7 0.5 0.4
H -0.5 -0.7 -0.3
H 0.3 -0.2 -0.4
O -1.1 -0.8 0.1
S 0.0 -0.3 -1.2
O -0.9 0.6 -1.0
O 1.9 -0.6 2.0
C -0.2 1.2 -1.5
C -0.8 -1.2 0.5
C 0.0 2.1 0.1
H -0.6 -0.2 -0.2
H 0.8 -0.1 0.8
H 1.1 0.3 -0.2
H 0.0 0.2 0.0
H 0.1 -0.5 0.2
H 0.2 -0.8 0.5
H -0.6 -0.2 -0.1
H 0.1 0.1 0.2
O 0.2 -2.2 1.3
S -0.7 -0.8 -0.2
O -0.9 0.4 -1.9
O 2.4 1.1 -0.6
C -1.6 -1.7 0.3
C 0.4 1.1 -1.1
C 1.4 2.2 1.0
H 0.3 -0.3 0.0
H 0.3 0.5 0.7
H -0.4 0.0 0.2
H -0.5 0.0 0.5
H 0.1 0.1 -0.2
H 0.2 -0.1 -0.1
H -0.4 -0.5 0.4
H -0.7 0.1 -0.3
C -0.7 -0.3 0.8
S -0.4 2.2 0.7
O -0.5 -1.7 -0.9
C 0.4 -0.1 -0.2
H -0.1 0.0 0.5
H 0.3 -0.1 -0.3
H 0.0 -0.4 0.2
H 0.6 0.0 0.1
H 0.2 0.2 -0.4
H 0.2 0.1 -0.4
C 0.6 -0.9 0.6
S 0.5 0.9 0.9
O -1.4 -1.3 -1.2
C -0.8 0.8 -0.4
H -0.1 -0.4 0.4
H 0.4 0.1 0.5
H 0.0 0.1 -0.2
H 0.3 0.1 -0.4
H 0.1 0.2 0.1
H 0.5 0.4 -0.4
C -0.4 -0.9 -0.4
S 0.6 -0.2 0.6
O -1.8 1.4 -1.2
C 0.6 -1.4 -0.2
H 0.2 -0.2 0.3
H 0.3 0.6 0.1
H 0.2 0.1 -0.3
H 0.1 0.6 0.8
H -0.1 0.0 0.2
H 0.3 0.0 0.1
C -0.5 -0.2 0.9
S 0.3 2.0 -2.3
O -0.2 -2.6 1.7
C 0.5 0.0 -0.8
H 0.1 0.2 0.0
H -0.5 -0.2 0.2
H -0.3 1.0 -0.1
H -0.4 0.0 0.3
H 0.4 -0.1 -0.3
H 0.6 0.0 0.5
C -0.1 -0.2 1.8
S 0.2 1.9 -1.2
O 0.5 -2.0 0.5
C -0.5 0.2 0.3
H -0.4 -0.1 -0.2
H 0.0 0.4 -0.7
H -0.2 -0.3 -0.6
H 0.3 -0.2 -0.1
H 0.2 0.2 0.3
H 0.1 0.1 -0.2



> Which of these has the lowest electronic energy?

C31H86O26S12



> The highest electronic energy belongs to which entry?

C31H86F3FeN12O15